127
Properties=species:S:1:pos:R:3:forces:R:3 method="wB97M-V/def2-TZVPD" e_lumo_ev="-1.9354 / -8.0167" fmax_ha_per_bohr=0.14042 e_tot_ha=-3601.75253 charge=+1 e_homo_ev="-11.20 / -11.20" spin_multiplicity=2
C 0.70397 -5.43914 -1.21257 -1.067 -1.350 0.760
C -0.01960 -4.49395 -2.13330 0.955 -2.275 0.029
O 1.01422 -3.97916 -2.87718 -0.194 1.236 -1.486
C 2.20169 -4.43679 -2.50264 3.555 1.371 0.910
O 3.24950 -3.95228 -2.91933 -2.345 -1.682 0.743
O 2.09676 -5.32727 -1.46795 -0.421 0.844 -1.457
F -0.59600 -3.58685 -1.35791 -1.101 1.791 0.093
H 0.30605 -6.43393 -1.41295 0.608 -0.302 0.246
H 0.42481 -5.14857 -0.19978 0.460 -0.228 0.130
H -0.69698 -5.01423 -2.81047 -0.535 0.579 0.197
C -1.22744 7.41228 -1.96883 -0.040 1.578 1.413
C -0.70955 7.84753 -0.57024 -0.436 0.574 -2.164
O -0.42323 6.60239 -0.01149 0.294 0.468 2.330
C -0.09176 5.77383 -0.96095 1.005 -3.325 -0.556
O 0.49671 4.71196 -0.82681 -0.908 1.674 0.089
O -0.54697 6.20038 -2.13130 0.014 -0.631 -1.381
F -1.68379 8.49217 0.09602 0.500 -0.160 0.322
H -0.97768 8.12171 -2.75777 -0.113 -0.257 0.026
H -2.29855 7.32644 -1.78593 -0.176 -0.470 -0.692
H 0.21346 8.41657 -0.68135 -0.113 0.420 0.712
C -4.37177 0.98710 -3.25167 -0.456 0.646 0.098
C -4.19530 1.10474 -1.80076 4.942 1.779 0.508
O -4.56193 -0.05885 -1.24928 1.494 -0.710 2.509
C -5.41649 -0.58588 -2.04502 -4.796 -5.290 -1.074
O -6.09728 -1.59141 -1.80168 2.140 3.153 -0.806
O -5.47674 0.10647 -3.19512 -0.771 -0.449 -1.833
F -4.85800 2.07619 -1.21537 -1.881 1.999 0.579
H -3.49856 0.60874 -3.78312 -0.067 -0.500 0.166
H -4.54607 1.99813 -3.61984 -0.799 -0.249 -0.391
H -3.15191 1.33145 -1.58159 0.377 -0.350 0.255
C 4.23456 -1.12174 -2.16206 0.389 1.231 -2.619
C 5.38791 -1.76309 -1.47371 -0.471 -0.148 0.547
O 4.64245 -2.44182 -0.47282 0.400 -0.895 0.942
C 3.47384 -1.80736 -0.24016 -0.956 -1.008 2.904
O 2.69688 -2.06237 0.69542 1.897 0.773 -2.687
O 3.33756 -0.84978 -1.12966 -1.599 0.960 0.556
F 6.21427 -0.85499 -0.83372 -0.454 -0.450 -0.521
H 3.70429 -1.75582 -2.87260 0.517 -0.503 0.082
H 4.47500 -0.22516 -2.73339 0.121 0.255 0.504
H 5.98442 -2.44916 -2.07503 -0.089 -0.021 0.324
C -1.34700 3.19655 -5.45813 -0.173 1.314 0.575
C -0.59735 3.29113 -4.14170 -1.408 0.838 0.834
O 0.75972 3.21718 -4.42487 0.073 0.037 1.017
C 0.92121 3.31529 -5.72734 3.306 -0.225 -4.557
O 1.99646 3.40569 -6.35510 -4.048 -0.269 2.777
O -0.29285 3.25333 -6.36110 1.265 -0.287 -1.159
F -0.97031 2.31981 -3.29034 0.036 -1.222 0.739
H -1.92293 4.11576 -5.56512 -0.162 0.050 -0.125
H -2.05903 2.37905 -5.57137 0.664 -0.461 -0.019
H -0.83242 4.21578 -3.61456 0.401 0.150 -0.024
C -1.94955 -0.50158 5.95537 -0.002 -2.549 -0.208
C -2.05848 0.78809 6.70396 -0.436 0.303 1.972
C -2.26984 1.80787 5.65661 0.192 -0.277 -1.938
O -2.50148 1.01289 4.42641 0.226 2.465 -0.768
C -2.83784 -0.31494 4.74033 0.308 1.061 0.103
H -2.23138 -1.46484 6.38057 -0.224 0.327 1.084
H -0.91454 -0.71210 5.68603 0.082 0.355 -0.560
H -1.19154 1.15452 7.25373 0.201 -0.854 0.246
H -2.88736 0.82941 7.41060 -0.078 -0.403 0.024
H -1.32921 2.33891 5.51064 -0.216 0.298 -0.408
H -3.07174 2.51379 5.87281 -0.122 -0.117 -0.349
H -2.65408 -0.93844 3.86536 0.390 -0.106 0.114
H -3.91873 -0.31569 4.88093 -0.123 -0.543 0.692
C -2.71792 -1.99531 -5.36270 -1.769 0.688 -0.353
C -1.61597 -2.40149 -4.41620 1.720 0.840 -0.721
C -0.51390 -1.34490 -4.82547 -0.047 -0.333 1.431
O -1.22656 -0.16587 -5.12687 -0.003 -0.308 0.182
C -2.28975 -0.61918 -5.93997 -0.007 0.155 0.021
H -3.69506 -1.85732 -4.89984 0.065 0.078 0.580
H -3.00902 -2.71133 -6.13125 0.755 -0.127 -0.192
H -1.26837 -3.41670 -4.60761 -0.011 0.030 0.201
H -1.76551 -2.22929 -3.35033 -0.589 -0.264 -0.105
H 0.10649 -1.67635 -5.65815 0.034 -0.022 -0.132
H 0.08726 -1.06466 -3.96050 0.452 -0.330 -0.151
H -1.89414 -0.65898 -6.95486 -0.432 -0.180 -0.307
H -3.05613 0.14863 -5.83399 -0.253 -0.164 -0.499
C 4.07240 -0.15889 3.55073 -0.182 1.548 -0.980
C 5.51426 -0.25505 3.03748 -0.049 -0.612 -0.927
C 6.20175 -0.96862 4.17228 0.442 -0.344 1.030
O 5.20097 -1.23376 5.16383 0.200 0.183 1.480
C 3.89908 -1.18933 4.62602 0.728 0.163 -1.376
H 3.33929 -0.11193 2.74547 -0.167 -0.422 -0.019
H 3.98694 0.79793 4.06579 0.026 0.269 -0.026
H 5.92456 0.71461 2.75550 0.095 0.115 0.534
H 5.67505 -0.83632 2.12953 -0.619 -0.233 -0.154
H 7.02718 -0.38069 4.57366 -0.312 0.257 0.561
H 6.66905 -1.93873 4.00311 -0.127 -0.073 -0.929
H 3.14669 -0.80238 5.31325 0.253 -0.576 0.483
H 3.64217 -2.15058 4.18095 -0.323 -0.295 0.258
C -1.17484 -5.73504 3.86025 -0.436 -2.372 0.262
C -1.54737 -4.32854 3.61531 1.280 2.026 0.305
C -1.14624 -4.14235 2.16004 -0.767 -0.407 -0.735
O -1.49252 -5.37611 1.50719 -0.547 1.279 0.259
C -1.49877 -6.36857 2.52525 0.762 -1.094 -1.199
H -1.77870 -6.33202 4.54367 -0.146 0.623 0.542
H -0.15494 -5.91943 4.19776 0.167 0.479 -0.329
H -0.86612 -3.69970 4.18852 -0.270 0.340 0.342
H -2.56595 -4.00124 3.82380 -0.064 -0.426 -0.123
H -0.07623 -4.00960 2.00018 0.269 0.317 0.371
H -1.69076 -3.32909 1.68025 -0.004 0.062 -0.141
H -0.74675 -7.04251 2.11491 -0.080 -0.771 0.785
H -2.46837 -6.86103 2.59908 -0.085 0.011 -0.410
C 0.24215 1.07950 -0.68822 0.568 0.208 -0.461
C -0.47057 -0.27960 -0.52114 0.634 0.437 0.504
C -0.45392 -0.46612 1.03204 -2.291 -0.550 -2.203
O -0.05027 0.71531 1.56726 2.621 2.050 0.889
C 0.85279 1.38257 0.65713 -0.355 0.444 -1.039
H -0.42240 1.91570 -0.90559 -0.254 -0.215 -0.136
H 1.01215 1.10583 -1.45926 -0.076 -0.201 -0.011
H 0.07236 -1.10293 -0.98530 -0.263 0.143 -0.165
H -1.48913 -0.16150 -0.89086 0.052 -0.563 0.038
H 0.16421 -1.31087 1.33606 0.392 -0.089 0.436
H -1.47992 -0.55287 1.38966 -0.018 -0.659 0.449
H 1.89678 1.07175 0.69678 0.261 -1.214 0.619
H 1.03700 2.44826 0.79309 -0.937 0.137 0.856
C -1.81682 3.07109 1.54630 -1.089 -0.123 0.908
O -2.92015 2.79195 2.42161 1.294 0.593 -1.690
H -1.66704 2.27697 0.81483 -0.145 -0.794 -0.400
H -2.02305 3.94840 0.93320 0.227 0.237 0.432
H -0.90232 3.05511 2.13921 0.182 0.783 -0.199
H -2.51701 2.15115 3.01191 -0.647 -0.695 1.020
C 3.75921 3.18852 1.69563 -0.268 -0.171 0.517
O 3.46540 3.20284 0.30270 -0.010 0.073 0.539
H 2.82450 3.10646 2.25033 -0.194 -0.281 0.300
H 4.38223 2.33441 1.96103 0.067 0.144 -0.251
H 4.19496 4.11748 2.06341 0.423 0.016 -0.263
H 2.82316 3.91575 0.27291 -0.161 0.219 -0.875